# C29H40HfNO2SSb

C29H40HfNO2SSb as an isolated structure at a distorted geometry (the ωB97M-V functional and the def2-TZVPD basis, OMol25).

Structure (ORCA input):
```
! RIJCOSX wB97M-V def2-TZVPD def2/J DEFGRID3
* xyz 2 1
C -12.8792 3.1173 9.1636
C -11.1224 -2.3726 11.7688
H -9.6219 -0.8466 11.5666
C -10.2616 -1.5316 9.6502
H -8.0114 3.6884 9.4247
C -15.9684 7.4238 12.0680
H -13.6043 1.2677 9.9902
C -14.9679 5.7364 10.7409
H -9.2448 2.1053 7.6856
H -10.4360 -3.2104 11.6891
C -14.2717 0.6375 14.0564
H -14.4813 -0.1527 14.7716
H -11.1491 -1.9064 9.1321
H -16.7399 1.2247 10.9394
H -14.1295 6.5367 12.5906
C -12.0495 1.4717 7.0317
C -9.0492 3.5411 9.2069
C -12.2994 3.6622 7.9859
C -13.0343 2.5459 13.2864
H -11.6993 5.5405 8.8449
H -9.3604 4.2918 8.5086
H -17.7928 8.2580 11.2803
C -15.0155 1.8109 12.0646
C -12.2076 5.1617 7.9578
H -8.6282 5.6220 10.5447
H -10.3466 1.7887 8.9431
S -8.8910 1.8423 12.9774
C -17.0240 6.7530 9.9778
H -9.8492 -0.7106 9.0388
H -12.0829 -2.6499 11.3500
H -12.4990 -0.1773 10.7689
H -11.5388 3.2682 6.0132
H -12.3977 3.3636 13.5472
H -15.9674 0.0609 12.8936
H -15.5545 5.7782 7.6835
H -16.6259 2.9702 11.2232
Hf -11.0887 2.2132 11.3067
H -9.5733 -2.3876 9.6165
C -13.0470 1.7291 9.1967
H -15.5854 2.2240 10.0621
O -10.2736 2.4157 13.3539
C -16.9838 7.5481 11.1337
H -12.6193 1.4690 15.1158
H -16.9618 4.7928 8.1733
H -11.7125 0.8348 6.2346
C -9.9019 5.5083 12.2624
H -10.5668 6.2300 11.7950
C -16.0542 2.0499 11.0238
H -11.2571 -2.1618 12.8478
H -8.1429 4.3566 11.6940
C -11.9339 2.8699 6.9290
H -10.3910 4.7752 12.8554
C -14.9410 6.5331 11.8782
N -8.9146 1.5270 11.5355
C -9.3199 2.1138 8.7723
H -8.6414 1.3649 9.1709
H -13.1821 5.6635 7.9150
H -11.6446 5.5437 7.0864
C -13.2459 1.5313 14.2443
C -15.1587 0.7843 12.9970
Sb -13.3457 4.3590 10.8696
C -15.9410 5.1040 8.4466
C -11.5320 0.0583 11.2121
H -17.8317 6.8633 9.2682
H -11.8157 0.1794 12.3033
C -12.5710 0.9129 8.1782
C -10.5690 -1.1312 11.0778
O -9.7512 3.8500 10.4828
C -13.9244 2.6985 12.1799
H -9.2749 6.0614 12.9793
H -15.3033 4.2238 8.5220
H -12.7027 -0.1450 8.2481
H -15.9430 8.0610 12.9511
C -8.9933 4.8640 11.2620
C -15.9952 5.8442 9.7606
*
```

The HOMO-LUMO gap is 6.91 eV. The total energy comes out at -54970.325 eV. The calculation puts the energy above the lowest of the compared OMol25 structures with the same formula, charge and spin at 0.0 kJ/mol. Its lowest unoccupied orbital energy is -7.2 eV.

***

# C4H8N2O

A 2-piece molecular cluster, C4H8N2O overall at a distorted geometry (the ωB97M-V functional and the def2-TZVPD basis, OMol25).

Structure (ORCA input):
```
! RIJCOSX wB97M-V def2-TZVPD def2/J DEFGRID3
* xyz 0 1
C -0.5293 0.8901 0.0889
C 1.6941 -0.0087 -0.3370
H 2.2216 0.8028 0.1788
H -0.3010 0.9141 1.1480
H 2.2882 -1.1845 1.1036
C -1.7845 1.4997 -0.2636
H -1.0551 -1.2348 -0.4683
C 0.3957 0.5519 -0.8267
H -0.6073 -1.4053 1.1058
N -1.3268 -1.0443 0.4930
H -2.2821 -1.2220 0.7462
N -2.7753 2.0314 -0.5396
O 1.4740 -1.0765 0.5961
H 0.2683 0.8438 -1.8567
H 2.3194 -0.3575 -1.1684
*
```

The HOMO-LUMO gap is 8.80 eV. The total energy comes out at -9303.088 eV. As for the SMILES: N#C/C=C/CO.N. The calculation puts the energy above the lowest of the compared OMol25 structures with the same formula, charge and spin at 318.9 kJ/mol. Its lowest unoccupied orbital energy is 0.5 eV.

***

# C24H63F6N3O12PRb

C24H63F6N3O12PRb as an isolated structure at a distorted geometry (the ωB97M-V functional and the def2-TZVPD basis, OMol25).

Structure (ORCA input):
```
! RIJCOSX wB97M-V def2-TZVPD def2/J DEFGRID3
* xyz -1 2
H -3.3893 -3.9218 2.2988
H -3.3209 -2.5571 3.5705
H 2.6511 -4.3858 -4.5490
C 3.6097 0.9786 2.7689
O 2.5807 -0.4518 -5.6593
H 0.6671 -0.9311 -5.3794
H 6.2556 2.8810 5.5703
H -1.9331 8.0450 7.9874
H -1.2670 -5.7014 -7.2144
H -0.2494 1.2555 -6.3985
H 0.2148 2.0489 2.7502
H -3.8611 -1.1523 1.8032
H 4.2418 -0.8841 3.3279
F -0.1603 -1.9908 -0.8607
H 1.2594 0.2080 -8.3844
H -2.6886 -1.8692 -6.7055
H -7.6009 -2.9624 -4.2784
H -2.4610 7.9298 9.5859
C 1.2037 0.0013 -5.5550
H -1.4451 4.2142 4.2350
C -0.7308 -4.8749 -6.7482
C -4.1966 6.1923 7.4599
Rb -2.9136 1.7491 -3.0205
H 2.8521 -0.9122 -4.8618
H -7.7855 -1.4018 -5.0121
F -0.3208 -1.5465 -3.0328
F -1.8700 -0.5703 -1.7976
H -1.4822 -0.7177 -6.2005
H -0.7681 2.9603 4.9940
H 5.3010 0.2422 4.6606
H -0.9401 1.9006 1.5387
H 3.9345 -3.3314 -2.0203
C -3.4105 -2.4254 -4.0287
C -4.3148 4.7254 6.9942
C 5.1394 1.3186 4.6037
H 4.7694 -3.4552 -3.5181
H 9.3153 2.5810 3.5999
O -1.6734 -3.9222 -6.2669
H 2.8142 1.4248 3.3658
C -0.7302 2.4891 2.4318
H 8.9632 2.7470 5.3453
H 1.1592 0.6415 -4.6740
H 3.2715 1.4865 1.8657
C -4.7909 -2.8116 -4.7284
C -0.9505 -2.7699 -5.8775
O -1.8086 2.2886 3.4299
C -7.1090 -2.2538 -4.9449
H -0.1953 -4.4199 -7.5815
H -0.9161 -2.7779 0.4189
O -4.2190 -2.0423 1.7665
H -0.0443 -5.2282 -5.9788
H -1.5097 -1.5707 2.3312
C -3.3029 -2.8587 2.5232
F 1.4377 -0.8000 -1.7355
H -1.3574 -3.1294 2.9715
H -7.0580 -2.7593 -5.9092
H 3.0061 -5.4587 -3.2644
H -2.6457 -3.2012 -4.0621
N 4.8607 1.5836 3.1930
H 2.4811 -1.8465 -2.7973
O -3.1068 6.4866 8.4257
C 6.4522 1.9301 5.0751
N -2.7174 -1.2880 -4.5718
O 0.5295 0.0981 -7.7706
H -0.6232 -2.9921 -4.8618
O 3.0680 -2.1127 -3.5087
H -4.2200 6.8545 6.5944
H -0.1746 -2.4651 -6.5797
C -1.8792 -2.5856 2.1840
H -3.5904 8.5840 8.4013
H 6.9377 1.2142 5.7383
C -2.0529 -1.5844 -5.8671
C -3.0408 3.2045 5.4691
H 1.4344 -3.1561 -3.0755
C -1.7379 3.2187 4.5689
H 2.6815 -1.0619 2.3660
H -4.5823 3.9976 7.7603
H -2.0694 -1.0388 -3.8382
H -5.1469 -3.8254 -4.5449
C 3.6621 -0.5937 2.4517
H -0.6604 3.5089 2.0533
H 3.1157 -2.0336 0.3116
C 3.7759 -3.2977 -3.0982
F -0.2943 0.2934 -0.4654
H 5.6164 1.2087 2.6375
C 8.8066 2.1370 4.4556
O -1.4031 -3.2927 1.0665
H -5.0211 4.7671 6.1651
N -3.0725 4.3334 6.3635
C 0.7459 0.9023 -6.6681
O -5.8072 -1.7985 -4.4990
H -3.0707 2.4179 6.2232
H 4.2887 1.7717 5.1127
O 7.4385 2.0346 4.0155
H -3.6210 -2.3425 -2.9625
H 1.5628 1.5988 -6.8572
H -5.0689 6.4643 8.0542
O 1.5302 -4.1042 -2.9591
O 4.5445 -1.0054 1.4267
C 3.8885 -1.2796 0.1618
C -2.8294 7.8211 8.5658
H 4.6392 -1.8761 -0.3566
F -0.0345 0.7568 -2.7006
C 2.8327 -4.4032 -3.4744
H 3.7401 -0.4579 -0.5388
H -2.5451 4.1163 7.1971
H -4.5137 -2.8290 -5.7824
H -3.9276 3.1733 4.8360
P -0.1612 -0.5938 -1.7686
H 9.1123 1.1252 4.7220
*
```

The HOMO-LUMO gap (alpha / beta) is 2.74 / 8.40 eV. The total energy comes out at -81196.476 eV. The expectation value of S² is 0.750. Its lowest unoccupied orbital energy (alpha / beta) is 2.1 / 2.2 eV.

***

# C38H32Br2HfN7O3

C38H32Br2HfN7O3 as an isolated structure (the ωB97M-V functional and the def2-TZVPD basis, OMol25).

Structure (ORCA input):
```
! RIJCOSX wB97M-V def2-TZVPD def2/J DEFGRID3
* xyz 1 1
N -1.2982 -1.1228 -1.3220
N -1.7495 1.7032 1.1927
C -2.4722 -1.6746 -0.9868
C 0.3054 4.8386 -0.7067
C -0.8543 -1.2950 -2.5676
O 1.4169 0.4580 1.1114
C 2.4998 -0.9799 2.7287
C -1.4021 2.0001 2.5459
H 4.5390 0.8950 2.2067
H -0.1317 0.3004 5.1865
C -4.6685 1.7393 -1.0427
H 0.1030 -5.3879 -0.2585
C 1.6001 4.9461 -1.1666
C -1.5268 3.2621 3.1028
C -2.7582 -2.5961 -3.1527
C -3.2435 -2.4046 -1.8639
C 1.6697 2.5596 -1.2241
H -2.8079 -1.5280 0.0363
H 3.6359 1.8092 0.9980
H -0.2949 5.7099 -0.4871
C -3.7458 1.5373 -3.2389
H 2.1555 1.1253 2.8760
H 3.4088 1.4464 -1.9384
C -3.3807 1.5798 -0.5536
H -1.2321 3.4535 -0.1044
N -0.8393 -0.2721 2.5314
Br 4.9107 -4.6587 -3.5070
C 2.3677 1.3324 -1.6272
Br -3.7429 -3.5982 -4.3877
H 2.2008 -2.0019 -0.2788
C 3.9668 -3.1350 -2.9255
C -3.0920 1.7204 0.9193
H -5.8370 1.8385 -2.8406
H 3.3024 3.7967 -1.8311
H 4.0568 0.1050 0.7031
N 1.7949 0.2025 -1.6268
C 2.2936 3.7749 -1.4415
H 2.4086 -1.7544 1.9639
C 2.6519 -2.0243 -1.2613
C -0.8339 -1.4619 3.1623
C -0.5036 1.1254 4.6007
H -1.1343 -2.1665 -4.5028
C -0.0715 -3.2926 0.0970
H -4.1896 -2.8167 -1.5456
C -0.6906 -3.9081 2.6699
H 1.7159 -1.1267 3.4714
N 0.4275 2.4435 -0.7314
H -5.4771 1.8956 -0.3430
H 3.4551 -4.0001 -1.0292
C -0.4387 -4.9367 1.7841
C -0.6123 -2.6033 2.2117
C -1.1289 3.4558 4.4156
H -0.3077 2.5500 6.1760
H 3.0816 -0.0493 -3.9801
H 4.3477 -2.0377 -4.7255
H -0.9380 -4.0668 3.7097
C -0.2350 3.5725 -0.4990
C 3.1739 -0.9080 -3.3266
C 2.4398 0.4010 2.1034
H 0.1765 -3.0279 -0.9197
H -0.4897 -5.9680 2.1069
C -0.9105 0.9289 3.2826
C -1.5435 -2.0375 -3.5113
C -0.6159 2.3934 5.1509
C 3.8766 -2.0266 -3.7527
H 3.4593 -1.1234 3.2286
Hf -0.3728 0.2372 0.4760
C -0.1130 -4.6213 0.4721
C -2.5028 1.3595 -2.6544
H -1.6181 1.2075 -3.2630
C -4.8506 1.7110 -2.4149
H -3.8415 1.5422 -4.3158
C 3.7448 0.8282 1.4619
H -1.2243 4.4323 4.8707
C 3.3640 -3.1372 -1.6747
H 2.0603 5.9125 -1.3200
N -2.3245 1.3650 -1.3356
C 2.5597 -0.9075 -2.0797
H -1.9430 4.0730 2.5189
O -0.9538 -1.6932 4.3531
N -0.3150 -2.2845 0.9481
O -3.9947 1.8866 1.7124
H 0.0816 -0.8205 -2.8195
*
```

The HOMO-LUMO gap is 6.97 eV. The total energy comes out at -197890.886 eV. The calculation puts the energy above the lowest of the compared OMol25 structures with the same formula, charge and spin at 98.1 kJ/mol. Its lowest unoccupied orbital energy is -3.2 eV.